Entry 1:
40
Properties=species:S:1:pos:R:3:forces:R:3 method="wB97M-V/def2-TZVPD" total_charge=-3 spin_multiplicity=1 relative_energy_ev=7.537 homo_ha=-0.10534 e_lumo_ev=-0.2 homo_lumo_gap_ev=2.7 molar_mass_g_mol=767.732 energy_ev=-115446.372
Cd 0.2735 -0.0127 0.6536 1.0 -0.3 -0.2
C 5.3648 -2.5081 -0.3313 1.0 0.0 0.4
C 4.0214 -1.8565 0.0258 -1.8 0.5 1.8
O 3.9734 -0.8422 0.7220 2.0 2.1 0.9
O 2.9504 -2.3802 -0.3029 -1.1 -2.3 -2.0
H 5.6444 -2.0488 -1.2794 0.1 -0.6 -0.2
H 5.4541 -3.5907 -0.2418 -1.1 -0.2 -1.1
H 6.1818 -2.3249 0.3666 -0.3 1.3 0.3
C 0.3718 5.7808 1.9333 -0.3 -0.6 3.6
F -0.1670 6.9347 2.4993 1.1 -0.8 -1.0
F -0.5048 5.3571 1.0582 0.5 0.3 -1.1
F 1.6169 6.0013 1.5025 -1.1 0.5 -0.9
S 0.5383 4.4377 3.3436 -0.4 -1.0 0.6
O -0.0363 3.1951 2.6922 1.1 1.7 0.7
O 1.9924 4.4027 3.6194 -2.1 0.0 -0.5
O -0.3165 4.9161 4.4590 1.3 -0.5 -1.8
C -3.5605 -2.8039 -3.3833 1.3 1.6 0.2
F -2.9076 -3.6848 -2.5178 -1.0 0.8 -1.9
F -2.7102 -2.4415 -4.4317 -0.4 -0.7 1.7
F -4.5920 -3.3643 -4.0127 0.1 -0.7 0.7
S -4.1124 -1.2613 -2.3734 -0.1 -0.5 0.8
O -2.9706 -0.8763 -1.5605 0.3 -0.7 0.1
O -4.4358 -0.2839 -3.3565 -0.3 0.6 -1.4
O -5.2568 -1.7924 -1.6561 0.4 -0.3 0.0
C -0.6887 -4.9981 5.0656 1.2 2.2 0.1
F -0.9536 -5.5622 6.2283 0.2 -0.5 1.1
F 0.6839 -4.9898 4.8741 -0.7 0.7 0.9
F -1.0936 -5.7760 4.1397 -1.6 -2.0 -2.3
S -1.5850 -3.3196 4.9885 2.5 2.7 -1.7
O -1.0171 -2.6262 3.7826 -1.1 -1.9 1.4
O -2.9782 -3.6144 4.9859 -1.1 -1.2 -0.7
O -1.1763 -2.6619 6.1953 0.7 -0.1 1.1
C -0.4272 3.0649 -5.3998 2.1 0.3 1.6
F -0.6075 1.7771 -5.7596 -0.5 1.2 0.0
F -0.0149 3.7715 -6.5110 -0.7 -0.7 0.9
F -1.5420 3.6333 -4.9199 -0.1 -0.5 -0.8
S 0.9506 3.1237 -3.9599 1.3 -2.5 -1.0
O 1.1639 4.5262 -3.6631 -0.1 -0.2 -0.6
O 0.4307 2.3415 -2.8360 -0.5 0.6 -0.6
O 2.0424 2.3569 -4.6387 -1.4 1.9 0.6

---

Entry 2:
75
Properties=species:S:1:pos:R:3:forces:R:3 method="wB97M-V/def2-TZVPD" total_charge=-1 spin_multiplicity=2 relative_energy_ev=0.951 homo_ha="-0.09862 / -0.09811" e_lumo_ev="2.2 / 2.2" homo_lumo_gap_ev="4.9 / 4.8" s2=0.7643 molar_mass_g_mol=801.250 energy_ev=-109521.833
Ru 0.6243 0.8999 -1.2127 -0.3 0.0 0.4
O 0.9628 1.1462 1.7501 0.1 0.2 -0.2
C 2.2753 1.6047 1.7336 0.0 -0.1 -0.1
C 3.1847 1.0555 0.6451 0.3 0.0 0.2
C 4.5423 0.9229 0.9444 -0.3 0.0 0.1
C 5.4335 0.5271 -0.0275 0.2 0.0 0.1
C 4.9533 0.2582 -1.2954 -0.3 0.0 -0.2
C 3.5946 0.4043 -1.5221 0.4 -0.1 -0.1
N 2.7249 0.7971 -0.5830 -0.2 0.1 -0.1
H 0.5785 1.3744 0.8400 -0.1 -0.1 0.4
H 2.7267 1.3432 2.6933 0.0 0.0 0.0
H 2.3173 2.7005 1.6394 0.0 0.1 0.0
H 4.8734 1.1272 1.9550 0.0 0.0 0.0
H 6.4889 0.4294 0.1996 0.0 0.0 0.0
H 5.6023 -0.0609 -2.0996 0.0 0.0 0.0
H 3.1648 0.2126 -2.4953 0.0 0.0 0.0
I -0.0212 1.4139 -7.6949 0.0 0.1 -0.2
C 0.2779 0.8514 -5.7436 0.1 0.0 0.2
C -0.2271 -0.2665 -5.1133 -0.1 0.0 -0.1
N 0.2260 -0.2334 -3.8587 -0.1 -0.3 0.0
N 0.9733 0.8444 -3.6154 0.0 0.1 -0.3
C 1.0178 1.5209 -4.7529 0.1 0.0 -0.1
H -0.8753 -1.0494 -5.4718 0.0 0.0 0.0
H -0.0553 -0.7670 -2.9950 0.0 0.1 0.1
H 1.5570 2.4529 -4.8206 0.0 0.0 0.0
C -0.1941 -0.6262 -1.0460 0.4 -0.5 -0.3
Ge -0.3122 -1.6213 0.6232 -0.2 0.2 0.2
C -1.5504 -0.9277 1.9892 -0.1 0.1 0.2
C -1.1923 -0.2999 3.1837 -0.1 0.0 0.0
C -2.1583 0.1956 4.0537 0.0 0.0 -0.1
C -3.5055 0.0887 3.7380 0.0 0.0 0.0
C -3.8814 -0.5136 2.5447 0.0 0.0 0.0
C -2.9127 -1.0162 1.6856 0.0 0.0 0.1
C -1.1100 -3.3900 0.2373 -0.1 -0.1 -0.1
C -1.5838 -3.7230 -1.0299 0.0 0.0 0.0
C -2.1519 -4.9696 -1.2821 0.0 0.0 0.0
C -2.2526 -5.9060 -0.2637 0.0 0.0 0.0
C -1.7869 -5.5903 1.0092 0.0 0.0 0.0
C -1.2232 -4.3450 1.2518 0.0 0.0 -0.1
C 1.4454 -2.1509 1.3341 0.3 0.1 0.0
C 2.4280 -2.4985 0.3994 0.0 0.0 0.1
C 3.7026 -2.8827 0.7972 0.0 0.1 0.0
C 4.0307 -2.9169 2.1467 0.0 0.0 0.0
C 3.0692 -2.5808 3.0903 0.0 0.0 -0.1
C 1.7900 -2.2113 2.6849 0.0 0.0 0.0
H -0.1472 -0.1545 3.4208 0.0 0.0 0.0
H -1.8555 0.6823 4.9740 0.0 0.0 0.0
H -4.2575 0.4849 4.4106 0.0 0.0 0.0
H -4.9300 -0.5867 2.2801 0.0 0.0 0.0
H -3.2233 -1.4872 0.7579 0.0 0.0 0.0
H -1.5043 -2.9893 -1.8262 0.0 0.0 0.0
H -2.5169 -5.2088 -2.2747 0.0 0.0 0.0
H -2.6900 -6.8786 -0.4578 0.0 0.0 0.0
H -1.8669 -6.3162 1.8104 0.0 0.0 0.0
H -0.8646 -4.1102 2.2507 0.0 0.0 0.0
H 2.1873 -2.4566 -0.6577 0.0 0.0 0.0
H 4.4452 -3.1447 0.0517 0.0 0.0 0.0
H 5.0276 -3.2059 2.4610 0.0 0.0 0.0
H 3.3152 -2.6033 4.1461 0.0 0.0 0.0
H 1.0526 -1.9697 3.4412 0.0 0.0 0.0
C -3.5473 4.3480 -1.8898 0.0 0.0 0.0
C -2.5153 4.3906 -0.7513 0.1 -0.1 -0.1
C -3.2433 4.2931 0.5939 0.0 0.0 0.1
C -1.7516 5.7203 -0.8227 0.0 0.0 0.0
C -1.5628 3.2737 -0.8944 0.0 0.0 0.0
C -0.7729 2.3500 -1.0179 0.0 0.3 0.2
H -4.2492 5.1870 -1.8123 0.0 0.0 0.0
H -4.1104 3.4145 -1.8526 0.0 0.0 0.0
H -3.0432 4.3978 -2.8558 0.0 0.0 0.0
H -3.9777 5.1008 0.6928 0.0 0.0 0.0
H -2.5314 4.3641 1.4182 0.0 0.0 0.0
H -3.7602 3.3359 0.6789 0.0 0.0 0.0
H -2.4443 6.5674 -0.7585 0.0 0.0 0.0
H -1.1983 5.7880 -1.7607 0.0 0.0 0.0
H -1.0356 5.7897 -0.0018 0.0 0.0 0.0

---

Entry 3:
24
Properties=species:S:1:pos:R:3:forces:R:3 method="wB97M-V/def2-TZVPD" spin_multiplicity=1 homo_ha=-0.31483 e_lumo_ev=0.5 smiles=CSN(C)CNc1ccc(Cl)nn1 homo_lumo_gap_ev=9.1 molar_mass_g_mol=218.713 energy_ev=-36752.272
C 0.7165 3.1415 0.9174 -1.1 -0.1 -4.0
S -0.6968 2.0814 1.4349 0.7 -1.3 -1.4
N -0.2877 0.5232 0.6881 -1.7 1.3 0.2
C 0.9171 0.0546 1.2635 -1.3 -2.9 -2.7
C -0.3906 0.3107 -0.7756 -1.0 1.5 0.3
N -0.4600 -1.0937 -1.1958 -0.7 3.3 0.9
C -1.7233 -1.6393 -1.1593 1.0 -3.1 -0.9
C -1.7419 -3.0877 -1.3351 -1.7 2.8 1.1
C -2.9636 -3.6788 -1.2303 1.4 2.6 -0.4
C -4.0424 -2.7424 -1.1899 0.1 -1.8 -0.6
Cl -5.6240 -3.3053 -1.2669 -1.6 -1.1 0.1
N -3.9736 -1.4696 -1.2889 -0.2 0.3 0.6
N -2.7989 -0.9096 -1.1741 1.6 1.7 0.0
H 1.6552 2.5840 0.6880 -0.6 0.5 1.1
H 0.7212 3.9661 1.6138 0.6 0.2 0.1
H 0.4599 3.5369 -0.2034 0.5 -0.5 2.7
H 0.9575 -1.0376 1.1220 0.5 0.2 -0.4
H 1.7589 0.5448 0.9427 2.4 1.0 -1.1
H 0.8659 0.1308 2.2467 -0.3 0.6 4.6
H 0.4646 0.7163 -1.2288 1.7 0.4 -0.7
H -1.2040 0.9873 -1.1755 0.5 -1.4 0.6
H 0.4005 -1.5525 -0.9471 -0.5 -0.8 0.0
H -0.7886 -3.4960 -1.4578 1.0 -1.3 -0.2
H -2.9450 -4.7050 -1.3656 -1.1 -1.9 0.1

---

Entry 4:
14
Properties=species:S:1:pos:R:3:forces:R:3 method="wB97M-V/def2-TZVPD" spin_multiplicity=1 relative_energy_ev=7.720 homo_ha=-0.36253 e_lumo_ev=-0.1 homo_lumo_gap_ev=9.8 molar_mass_g_mol=118.092 energy_ev=-12324.508
C -0.3171 -0.1861 0.8933 -2.0 -4.5 1.2
C -0.8487 -1.7450 0.7613 -6.8 -0.2 0.9
C -0.2666 1.5339 -0.4306 3.4 3.6 -3.1
H 2.0277 0.8756 -0.5322 -1.7 -4.5 -1.4
H -1.1363 0.4828 0.7310 -2.1 -1.5 2.4
H 0.1749 0.1257 1.7977 0.8 -0.3 0.4
H 0.6968 -2.1794 -0.1481 0.6 -0.1 -0.4
H -1.0234 1.9826 0.3854 1.9 -0.6 -2.3
H 0.8848 1.5051 -2.0916 -1.2 2.5 3.1
N 0.0837 0.2142 -0.3412 2.9 -1.2 -2.4
N 0.4454 2.2484 -1.2835 -1.2 -2.2 -1.2
O 1.5248 -0.2025 -0.8163 -1.3 6.1 2.7
O -0.1476 -2.6162 0.0059 -0.3 1.3 1.3
O -2.0985 -2.0392 1.0690 7.0 1.6 -1.2